[1]
16 unconnected molecules or ions with the total composition H32O16 in a non-equilibrium geometry, computed with the ωB97M-V functional and the def2-TZVPD basis.

Geometry as XYZ:
```
48
Properties=species:S:1:pos:R:3
O 2.51726 1.51577 -1.70398
H 3.21622 2.14511 -1.78495
H 1.70613 1.91110 -1.82654
O -0.47900 -0.28202 -0.04237
H -0.11262 0.06644 -0.84670
H 0.06820 0.13971 0.59134
O 0.53147 0.46037 -3.62321
H 0.65040 -0.43884 -3.34472
H 0.21815 1.00539 -2.93764
O -1.35078 2.92054 0.80861
H -1.22939 3.58213 1.50475
H -1.86442 2.28600 1.21340
O 1.30479 2.10657 0.62884
H 1.92007 2.67693 0.22683
H 0.83118 2.56224 1.32004
O -2.24714 -1.62269 -1.60413
H -1.64680 -1.45483 -0.87048
H -1.69867 -1.56562 -2.37996
O -1.90840 -2.63057 1.16215
H -1.89234 -2.72069 2.09441
H -1.02943 -2.80362 0.89535
O -3.12354 0.97631 -1.10636
H -2.75208 0.13035 -1.32415
H -2.54195 1.59726 -1.52287
O 3.73811 0.35354 1.29735
H 3.66166 -0.55827 1.55557
H 2.89396 0.55136 0.84645
O 0.51551 -2.20589 -2.80410
H 1.27450 -1.91102 -2.32289
H 0.34519 -3.06202 -2.38166
O -0.71091 2.04003 -1.78316
H -0.59508 2.73307 -2.42355
H -0.54029 2.37909 -0.90302
O 1.15319 -0.62461 2.30363
H 1.52446 0.16000 2.64938
H 1.38346 -1.28880 2.98962
O 0.67135 -3.09932 1.13430
H 0.74376 -2.16133 1.26176
H 0.54143 -3.44368 1.98058
O -1.01380 0.91648 3.39968
H -1.67135 0.37370 2.90037
H -0.34912 0.30339 3.68675
O -3.31143 -0.13065 1.88827
H -4.06154 -0.63847 1.62904
H -2.73655 -0.30027 1.14139
O 2.18743 -0.98187 -1.00070
H 2.71980 -1.75436 -1.16230
H 2.54895 -0.21346 -1.41043
```

Values from the calculation:
F_max   3.5 eV/A
Frontier orbital gap   9.5094 eV
M   288.2 g mol⁻¹
Net charge   0
Relative energy (zero: lowest compared OMol25 entry of this formula, charge and spin)   120.4 kcal/mol



[2]
2 unconnected molecules or ions with the total composition C2H8NO4 in a non-equilibrium geometry, computed with the ωB97M-V functional and the def2-TZVPD basis.

Geometry as XYZ:
```
15
Properties=species:S:1:pos:R:3
C 1.03496 -0.88470 -1.53025
C -0.01911 1.00537 0.63197
N -0.04392 -0.93076 -0.53390
O 0.84552 0.60285 1.44994
O 0.33628 1.87949 -0.21977
O -1.56309 -0.21010 1.87559
O -1.33580 0.88592 0.95046
H 1.13677 -1.78423 -2.15237
H 0.87197 0.01901 -2.30340
H 1.96769 -0.59880 -1.08153
H -0.97870 -0.76795 -0.94966
H 0.00200 -1.85570 0.01910
H 0.39252 -0.10823 1.97958
H -0.24565 2.61340 -0.54914
H -2.40145 0.13442 2.41336
```

Values from the calculation:
F_max   3.3 eV/A
Frontier orbital gap   10.6074 eV
M   110.1 g mol⁻¹
Net charge   +1
Relative energy (zero: lowest compared OMol25 entry of this formula, charge and spin)   108.0 kcal/mol



[3]
2 unconnected molecules or ions with the total composition ClH4N2OP in a non-equilibrium geometry, computed with the ωB97M-V functional and the def2-TZVPD basis.

Geometry as XYZ:
```
9
Properties=species:S:1:pos:R:3
H -0.69994 2.13832 -0.91772
N -0.49400 1.18221 -0.52204
P -0.52638 1.10117 1.03361
N -0.62063 -0.56607 1.32525
H -0.28216 -1.01382 0.49191
H -0.29874 -0.87250 2.24330
O 0.63180 -1.17248 -1.26166
Cl 2.24441 -0.41692 -1.20976
H 0.04565 -0.37991 -1.18289
```

Values from the calculation:
F_max   2.1 eV/A
Frontier orbital gap   9.8345 eV
SMILES string   [H]/N=P/N.OCl
M   114.5 g mol⁻¹
Net charge   0
Relative energy (zero: lowest compared OMol25 entry of this formula, charge and spin)   96.7 kcal/mol



[4]
2 unconnected molecules or ions with the total composition C5H12N2O in a non-equilibrium geometry, computed with the ωB97M-V functional and the def2-TZVPD basis.

Geometry as XYZ:
```
20
Properties=species:S:1:pos:R:3
N 0.55527 -2.71968 -0.92628
C 0.67135 -1.40128 -0.42642
C -0.52642 -0.95105 0.24580
N -0.55898 0.30080 0.89562
C 0.63163 1.13262 0.96179
C 0.82711 2.05346 -0.23991
C -0.42586 2.80806 -0.67990
O -1.62538 -1.53467 0.17632
H 1.27394 -3.21911 -1.39638
H -0.03265 -3.23340 -0.29592
H 0.99976 -0.66012 -1.15281
H 1.87605 -1.69359 1.14432
H -1.22755 0.38898 1.63329
H 1.49820 0.45240 1.02915
H 0.61260 1.62172 1.94291
H 1.67093 2.71904 -0.02669
H 1.16344 1.41961 -1.06096
H -0.28668 3.42689 -1.56575
H -1.23621 2.08319 -0.76665
H -0.72488 3.51341 0.10270
```

Values from the calculation:
Expectation value of S²   0.76
F_max   1.7 eV/A
2S+1   2
Frontier orbital gap (spin up / spin down)   4.4958 / 6.1196 eV
M   116.2 g mol⁻¹
Net charge   -1
Relative energy (zero: lowest compared OMol25 entry of this formula, charge and spin)   44.7 kcal/mol



[5]
C23H25N3O6S2 in the gas phase, computed with the ωB97M-V functional and the def2-TZVPD basis.

Geometry as XYZ:
```
59
Properties=species:S:1:pos:R:3
C 0.50799 1.14165 3.61573
C -0.38145 -0.07870 3.82082
O -1.10844 -0.42036 2.65368
C -0.46583 -1.04005 1.61567
C 0.83098 -1.52413 1.64137
C 1.36729 -2.16726 0.53407
N 2.67961 -2.64574 0.58626
S 3.87994 -1.58310 1.08870
O 3.79405 -1.41241 2.50799
O 5.10034 -2.08503 0.53301
C 3.40637 -0.04367 0.30615
C 3.29155 1.10142 1.06815
C 2.85690 2.27994 0.48987
C 2.53480 2.30339 -0.86686
N 2.08000 3.45000 -1.51284
C 1.81611 4.69025 -0.98888
C 1.33747 5.66177 -2.04577
O 1.94632 4.98063 0.17491
C 2.67357 1.13993 -1.62919
C 3.10849 -0.03167 -1.04358
C 0.61013 -2.31636 -0.63591
O 1.26076 -2.90328 -1.69194
C 0.50698 -3.33451 -2.81128
C -0.35751 -4.55275 -2.50919
C -0.69003 -1.83846 -0.66264
C -1.23215 -1.20539 0.44711
N -2.53730 -0.71183 0.47482
C -3.47452 -0.71723 -0.51049
O -3.30143 -1.15566 -1.63527
C -4.76750 -0.13519 -0.11865
C -5.86847 -0.05267 -0.92860
C -6.97577 0.54472 -0.29884
C -6.70958 0.91202 0.98294
S -5.10267 0.53626 1.44832
H 1.25595 0.94428 2.85273
H 1.00958 1.38698 4.54715
H -0.09098 1.99279 3.30083
H -1.15711 0.13889 4.56085
H 0.20586 -0.93373 4.17201
H 1.46565 -1.42979 2.50564
H 2.94766 -3.14605 -0.24934
H 3.55064 1.05336 2.11393
H 2.75952 3.17782 1.07660
H 1.91008 3.33383 -2.50283
H 1.14144 6.62367 -1.58167
H 0.42355 5.29553 -2.50886
H 2.09711 5.78476 -2.81502
H 2.43325 1.15806 -2.68267
H 3.21586 -0.93252 -1.62665
H -0.10481 -2.51329 -3.20225
H 1.26561 -3.58823 -3.55731
H -1.11526 -4.31219 -1.76831
H 0.26010 -5.36094 -2.12495
H -0.84907 -4.88387 -3.41950
H -1.30980 -1.92929 -1.53759
H -2.78003 -0.30856 1.37123
H -5.86177 -0.41689 -1.93964
H -7.92797 0.69481 -0.77482
H -7.36205 1.38401 1.69080
```

Values from the calculation:
F_max   0.9 eV/A
Frontier orbital gap   7.8951 eV
SMILES string   CCOc1cc(NS(=O)(=O)c2ccc(NC(C)=O)cc2)c(OCC)cc1NC(=O)c1cccs1
M   503.6 g mol⁻¹
Net charge   0
Relative energy (zero: lowest compared OMol25 entry of this formula, charge and spin)   3.6 kcal/mol



[6]
C4H7O2P in the gas phase in a non-equilibrium geometry, computed with the ωB97M-V functional and the def2-TZVPD basis.

Geometry as XYZ:
```
14
Properties=species:S:1:pos:R:3
C 0.77026 -0.47276 -0.99561
C 1.54088 0.04936 0.00290
C -0.71324 -0.23024 -1.04471
C -1.47496 -0.14902 0.26364
O 1.64761 1.17121 2.53295
O -1.80736 -1.16729 1.06043
P 0.82649 1.13383 1.30464
H 1.25620 -1.23390 -1.72153
H 2.58483 -0.16712 0.17423
H -0.95688 0.67781 -1.58978
H -1.24312 -1.06899 -1.71283
H -2.13154 0.71962 0.36066
H -1.23368 -1.87781 0.69269
H 0.93452 2.61530 0.67232
```

Values from the calculation:
F_max   3.1 eV/A
Frontier orbital gap (spin up / spin down)   6.9321 / 7.8375 eV
M   118.1 g mol⁻¹
Net charge   0
Relative energy (zero: lowest compared OMol25 entry of this formula, charge and spin)   90.6 kcal/mol